The following is a DFT calculation (wB97M-V/def2-TZVPD) of one molecule with the formula C22H32N4O5.

Each line ends with the Mulliken charge.
CARTESIAN COORDINATES (ANGSTROEM)
1 C -3.596 -1.600 -2.989  -1.4665
2 C -2.344 -0.854 -2.533  0.0852
3 N -1.193 -1.732 -2.567  -0.0255
4 C 0.008 -1.380 -2.040  0.3321
5 O 0.156 -0.470 -1.254  -0.6868
6 O 0.946 -2.224 -2.480  -0.5816
7 C 2.317 -2.143 -2.003  1.6966
8 C 2.361 -2.357 -0.492  -1.0180
9 C 3.025 -3.286 -2.730  -1.8868
10 C 2.929 -0.799 -2.388  -1.1534
11 C -2.603 -0.217 -1.162  0.6464
12 O -2.978 0.940 -1.110  -0.6846
13 N -2.489 -0.962 -0.050  0.1764
14 C -2.057 -2.337 0.120  -0.3217
15 C -2.559 -2.702 1.515  -0.8140
16 C -2.412 -1.383 2.268  -0.7310
17 C -2.856 -0.355 1.225  0.2193
18 C -2.243 1.021 1.480  0.2601
19 O -2.869 1.843 2.133  -0.8355
20 N -0.978 1.183 1.073  0.5074
21 C -0.312 2.481 1.019  -0.2251
22 C 0.844 2.424 0.022  -2.0014
23 C 2.060 1.671 0.496  1.2199
24 C 2.032 0.737 1.522  -0.0491
25 C 3.184 0.071 1.905  -0.9120
26 C 4.384 0.317 1.262  -0.4483
27 C 4.424 1.242 0.234  -0.7148
28 C 3.274 1.911 -0.141  -0.3713
29 C 0.192 3.017 2.380  0.2579
30 N -0.692 2.889 3.382  -0.2816
31 O 1.278 3.540 2.503  -0.6530
32 H -3.812 -2.444 -2.338  0.2489
33 H -4.443 -0.920 -2.969  0.4061
34 H -3.468 -1.965 -4.006  0.4677
35 H -2.184 0.002 -3.208  0.2657
36 H -1.172 -2.432 -3.294  0.3338
37 H 1.870 -1.535 0.021  -0.1634
38 H 1.871 -3.294 -0.231  0.3785
39 H 3.394 -2.395 -0.161  0.4859
40 H 4.072 -3.309 -2.446  0.4094
41 H 2.951 -3.148 -3.805  0.4175
42 H 2.566 -4.237 -2.471  0.4181
43 H 2.861 -0.651 -3.464  0.3718
44 H 2.411 0.011 -1.883  -0.0390
45 H 3.973 -0.775 -2.091  0.4845
46 H -0.963 -2.397 0.089  -0.2028
47 H -2.463 -2.984 -0.657  0.5314
48 H -3.609 -2.995 1.474  0.3895
49 H -1.985 -3.512 1.961  0.4290
50 H -1.366 -1.215 2.533  0.1675
51 H -3.015 -1.332 3.171  0.4209
52 H -3.944 -0.210 1.256  0.4791
53 H -0.593 0.504 0.426  -0.5484
54 H -1.053 3.219 0.674  0.7659
55 H 0.480 1.964 -0.902  0.1720
56 H 1.146 3.447 -0.208  0.8520
57 H 1.114 0.535 2.053  0.3545
58 H 3.143 -0.644 2.715  0.3801
59 H 5.282 -0.202 1.566  0.4420
60 H 5.356 1.451 -0.272  0.4437
61 H 3.317 2.640 -0.937  0.4027
62 H -1.653 2.628 3.175  0.2531
63 H -0.468 3.318 4.266  0.2431

Total charge: 0
Frontier orbital gap in eV: 9.1
Relative energy (zero: lowest compared OMol25 entry of this formula, charge and spin) in kJ/mol: 0.0
Structure (SMILES): C[C@H](NC(=O)OC(C)(C)C)C(=O)N1CCC[C@H]1C(=O)N[C@H](Cc1ccccc1)C(N)=O
HOMO level in eV: -8.65
Max |F| in hartree/bohr: 0.014



The following is a DFT calculation (wB97M-V/def2-TZVPD) of a 13-piece molecular cluster, C50H125NO13 overall.

Each line ends with the Mulliken charge.
CARTESIAN COORDINATES (ANGSTROEM)
1 C 1.834 -7.240 -1.886  -0.7149
2 C 3.335 -7.556 -1.947  -0.8128
3 C 4.267 -6.365 -2.066  -0.3173
4 C 4.298 -5.438 -0.839  -0.2005
5 C 5.303 -4.298 -0.921  -0.6124
6 C 4.906 -3.238 -1.940  -0.4673
7 H 1.508 -6.959 -0.888  0.1918
8 H 1.223 -8.032 -2.321  0.4361
9 H 1.603 -6.441 -2.603  0.0462
10 H 3.488 -8.112 -1.014  0.3513
11 H 3.535 -8.277 -2.742  0.3599
12 H 3.969 -5.761 -2.926  0.1112
13 H 5.273 -6.766 -2.215  0.3187
14 H 3.324 -4.950 -0.717  -0.2575
15 H 4.448 -6.005 0.084  0.5283
16 H 5.204 -3.824 0.060  0.2036
17 H 6.314 -4.673 -1.092  0.4279
18 H 5.404 -2.279 -1.770  0.1202
19 H 4.950 -3.504 -2.996  0.4297
20 H 3.865 -2.936 -1.766  -0.0820
21 C -9.484 4.215 3.162  -1.1281
22 C -8.378 3.413 3.866  -0.3319
23 C -7.106 4.249 4.198  -0.8384
24 C -6.480 5.141 3.137  -0.3618
25 C -6.172 4.482 1.805  -0.0383
26 C -5.187 5.231 0.897  -1.3266
27 H -9.345 4.236 2.079  0.2727
28 H -9.430 5.264 3.460  0.2600
29 H -10.426 3.739 3.427  0.3595
30 H -8.844 3.114 4.804  0.4003
31 H -8.111 2.555 3.249  0.1936
32 H -6.402 3.470 4.510  0.2961
33 H -7.331 4.852 5.079  0.3582
34 H -7.175 5.978 3.019  0.2165
35 H -5.541 5.530 3.544  0.3593
36 H -5.859 3.440 1.926  0.1795
37 H -7.128 4.394 1.274  0.1242
38 H -5.642 6.171 0.587  0.4578
39 H -4.305 5.403 1.517  0.2383
40 H -4.922 4.632 0.028  0.3394
41 C 1.933 -0.535 -1.051  1.1356
42 C 1.539 0.317 0.144  0.8246
43 C 0.049 0.568 0.257  0.2329
44 C -0.419 1.742 -0.598  1.8684
45 C -1.888 2.108 -0.390  -0.9875
46 C -2.165 2.899 0.895  -0.2368
47 H 3.002 -0.747 -1.038  0.2631
48 H 1.613 -0.162 -2.025  -0.7594
49 H 1.394 -1.480 -0.919  -0.4911
50 H 1.886 -0.185 1.055  -0.4378
51 H 2.102 1.249 0.229  -0.6657
52 H -0.287 0.838 1.272  -0.5733
53 H -0.611 -0.308 0.198  0.3536
54 H 0.154 2.642 -0.351  -0.3402
55 H -0.285 1.517 -1.662  -1.1823
56 H -2.317 2.615 -1.253  0.4378
57 H -2.375 1.127 -0.329  0.4401
58 H -1.993 3.972 0.804  0.0994
59 H -3.224 2.781 1.143  0.1663
60 H -1.656 2.498 1.773  -0.2741
61 C 0.251 4.775 3.556  -1.7812
62 C 0.852 3.398 3.297  1.4645
63 C 2.193 3.146 3.990  -1.4548
64 C 2.903 1.863 3.536  0.9129
65 C 2.052 0.603 3.873  0.3723
66 C 2.769 -0.731 3.904  -1.3431
67 H -0.439 5.017 2.746  0.3036
68 H 0.946 5.606 3.688  0.3718
69 H -0.313 4.764 4.494  0.4313
70 H 0.116 2.629 3.528  0.0271
71 H 1.099 3.402 2.231  -0.5339
72 H 2.132 3.177 5.081  0.4018
73 H 2.853 3.973 3.707  0.4104
74 H 3.028 1.803 2.448  -0.6368
75 H 3.927 1.781 3.905  0.3992
76 H 1.604 0.753 4.861  0.6250
77 H 1.227 0.608 3.156  -0.7221
78 H 2.204 -1.501 4.424  0.3385
79 H 3.088 -1.005 2.894  0.0573
80 H 3.726 -0.632 4.430  0.4487
81 C -3.737 -6.242 3.934  -1.2516
82 C -2.805 -6.244 2.723  -0.4476
83 C -3.154 -5.209 1.644  0.1442
84 C -2.185 -5.241 0.470  -0.9617
85 C -0.765 -4.756 0.852  -0.2829
86 C 0.020 -4.205 -0.306  -0.7138
87 H -3.541 -5.407 4.609  0.2633
88 H -3.615 -7.146 4.531  0.4539
89 H -4.786 -6.173 3.642  0.2930
90 H -1.764 -6.007 2.960  0.2925
91 H -2.791 -7.247 2.291  0.4051
92 H -3.286 -4.197 2.026  -0.4682
93 H -4.066 -5.557 1.141  0.4491
94 H -2.158 -6.216 -0.027  0.4002
95 H -2.577 -4.607 -0.333  0.3620
96 H -0.897 -4.052 1.678  0.2779
97 H -0.138 -5.569 1.230  0.2973
98 H 0.352 -4.956 -1.023  0.0903
99 H -0.521 -3.491 -0.946  -0.0042
100 H 0.874 -3.561 -0.073  0.3236
101 C -1.869 -0.562 3.680  -1.1407
102 C -2.928 -1.177 2.763  1.9173
103 C -4.379 -1.006 3.302  -1.1250
104 C -5.101 -2.319 3.583  -1.0969
105 C -4.565 -3.176 4.735  0.3241
106 C -4.554 -2.512 6.100  -1.5849
107 H -1.858 0.528 3.672  0.2758
108 H -0.872 -0.829 3.314  0.0956
109 H -1.976 -0.987 4.679  0.3812
110 H -2.836 -0.660 1.803  -0.0783
111 H -2.690 -2.226 2.579  -1.1300
112 H -4.925 -0.322 2.653  0.4471
113 H -4.278 -0.475 4.254  0.4329
114 H -6.163 -2.110 3.754  0.5087
115 H -5.168 -2.965 2.699  0.3056
116 H -5.181 -4.080 4.748  0.4955
117 H -3.558 -3.553 4.529  -0.0294
118 H -3.754 -1.769 6.154  0.2687
119 H -5.462 -2.008 6.435  0.2959
120 H -4.318 -3.262 6.859  0.4407
121 C 5.654 0.186 1.624  -0.1074
122 C 7.078 -0.179 1.217  -0.6689
123 O 7.714 1.033 0.825  -0.5553
124 O 4.957 0.652 0.486  -0.1480
125 H 5.687 0.970 2.389  0.1490
126 H 5.192 -0.676 2.105  0.2667
127 H 6.999 -0.855 0.358  0.2221
128 H 7.594 -0.725 2.012  0.4679
129 H 8.589 0.800 0.499  0.3096
130 H 5.461 1.414 0.169  0.1457
131 C 2.806 -2.474 -6.321  -0.9699
132 C 1.725 -2.273 -5.213  0.1350
133 O 2.186 -2.507 -3.910  0.0669
134 O 3.553 -1.270 -6.591  -0.4628
135 H 2.249 -2.714 -7.234  0.4848
136 H 3.422 -3.366 -6.201  0.2410
137 H 0.902 -2.976 -5.345  0.5424
138 H 1.388 -1.244 -5.388  -0.2383
139 H 2.718 -1.742 -3.644  -0.1223
140 H 3.312 -1.027 -7.487  0.2816
141 C 4.620 0.511 -3.307  0.8071
142 C 5.624 1.556 -3.716  -0.6071
143 O 5.987 1.446 -5.084  -0.5627
144 O 3.456 0.463 -4.118  -0.6049
145 H 4.341 0.586 -2.253  -0.3441
146 H 5.023 -0.514 -3.379  0.1702
147 H 6.581 1.517 -3.178  0.4571
148 H 5.152 2.535 -3.592  0.0529
149 H 6.480 0.621 -5.175  0.3324
150 H 3.685 0.009 -4.940  0.0561
151 C 2.853 4.985 0.101  -0.2013
152 C 3.277 3.825 -0.821  0.8966
153 O 4.027 4.216 -1.951  -0.6254
154 O 1.523 5.416 -0.183  -0.4388
155 H 3.579 5.801 0.133  0.4370
156 H 2.824 4.576 1.119  -0.1643
157 H 2.400 3.237 -1.104  -0.2660
158 H 3.883 3.167 -0.197  -0.2493
159 H 3.433 4.650 -2.575  0.4085
160 H 1.298 6.154 0.390  0.2190
161 C 0.709 1.988 -5.961  -0.4202
162 C 0.537 2.560 -4.561  1.0559
163 O 1.805 2.678 -3.919  -0.1764
164 O 1.229 2.905 -6.913  -0.6317
165 H -0.260 1.623 -6.316  0.4055
166 H 1.321 1.079 -6.001  -0.0333
167 H -0.120 1.898 -3.979  -0.3443
168 H -0.051 3.476 -4.601  -0.0443
169 H 2.275 1.869 -4.185  0.1138
170 H 2.176 2.774 -6.996  0.3502
171 C -1.155 5.043 -2.483  1.0780
172 C -2.172 5.629 -3.443  -0.7821
173 O -2.222 7.055 -3.434  -0.5734
174 O 0.159 5.542 -2.612  -0.6101
175 H -1.094 3.975 -2.741  -0.4199
176 H -1.611 5.067 -1.485  -0.0165
177 H -3.132 5.133 -3.294  0.3522
178 H -1.862 5.397 -4.470  0.3200
179 H -1.646 7.356 -4.137  0.3245
180 H 0.664 5.162 -1.876  0.2718
181 O -2.039 -0.272 -4.758  -0.6347
182 C -1.728 -1.373 -4.347  0.1939
183 N -2.185 -2.515 -4.929  -0.3861
184 C -0.945 -1.578 -3.058  0.3837
185 H -2.767 -2.371 -5.740  0.2712
186 H -2.295 -3.349 -4.382  0.2081
187 H -0.211 -0.776 -3.007  -0.8571
188 H -0.490 -2.561 -2.965  0.1421
189 H -1.607 -1.392 -2.209  0.6640

Total charge: 0
Frontier orbital gap in eV: 9.7
Relative energy (zero: lowest compared OMol25 entry of this formula, charge and spin) in kJ/mol: 0.0
HOMO level in eV: -9.34
Max |F| in hartree/bohr: 0.041



The following is a DFT calculation (wB97M-V/def2-TZVPD) of C25H27IrN2O5S4 as an isolated structure.

Each line ends with the Mulliken charge.
CARTESIAN COORDINATES (ANGSTROEM)
1 Ir 0.164 -0.070 -0.347  1.1487
2 O -1.509 5.945 -0.876  -0.5393
3 C -1.109 4.647 -0.804  1.1784
4 C 0.082 4.277 -0.189  -0.5018
5 C 0.401 2.935 -0.155  -0.0329
6 N -0.408 2.020 -0.672  -0.4147
7 C -1.513 2.366 -1.326  0.4812
8 C -1.914 3.684 -1.402  -0.6054
9 C -2.224 1.216 -2.040  -0.0982
10 O -3.339 1.432 -2.511  -0.7795
11 O -1.546 0.141 -2.078  -0.5583
12 C 1.743 2.385 0.326  0.3535
13 O 2.542 3.156 0.835  -0.7330
14 O 1.909 1.143 0.056  -0.6151
15 H -0.854 6.497 -0.434  0.2873
16 H 0.776 4.990 0.239  0.4343
17 H -2.820 3.943 -1.931  0.5706
18 S 0.312 -0.496 2.261  -0.2503
19 S 2.251 -0.480 2.770  -0.0596
20 S 3.078 -2.351 2.262  -0.0219
21 S 1.881 -3.349 1.119  -0.1819
22 C 2.385 -3.265 -3.546  -1.6247
23 C 1.141 -3.603 -2.771  0.0558
24 C 0.574 -4.872 -2.826  -0.7468
25 C -0.573 -5.181 -2.094  -0.3710
26 C -1.171 -6.562 -2.152  -1.7510
27 C -1.159 -4.212 -1.305  0.0301
28 C -0.623 -2.900 -1.213  1.2954
29 C 0.540 -2.645 -1.981  -0.1416
30 N -1.082 -1.876 -0.440  -0.1767
31 C -2.411 -1.915 0.210  1.6522
32 C -3.535 -2.208 -0.806  -1.0857
33 C -4.889 -2.249 -0.087  0.4032
34 C -4.853 -3.305 1.024  -1.2976
35 C -3.780 -2.942 2.058  0.3869
36 C -4.086 -1.566 2.650  -1.6047
37 C -4.099 -0.536 1.522  0.5851
38 C -5.196 -0.879 0.515  -1.5208
39 C -2.741 -0.533 0.814  -1.7802
40 C -2.402 -2.919 1.388  -1.0713
41 H 2.778 -4.140 -4.063  0.3803
42 H 3.160 -2.886 -2.877  0.3428
43 H 2.184 -2.492 -4.289  0.3360
44 H 1.035 -5.638 -3.442  0.2520
45 H -0.558 -7.232 -2.753  0.3892
46 H -2.171 -6.539 -2.589  0.3358
47 H -1.259 -6.993 -1.153  0.3451
48 H -2.020 -4.498 -0.728  0.7225
49 H 0.973 -1.651 -1.942  0.3495
50 H -3.391 -3.157 -1.318  0.6270
51 H -3.514 -1.427 -1.572  0.2139
52 H -5.660 -2.507 -0.820  0.2874
53 H -4.645 -4.293 0.597  0.4958
54 H -5.832 -3.365 1.511  0.5244
55 H -3.766 -3.691 2.856  0.2820
56 H -3.322 -1.303 3.388  0.4971
57 H -5.053 -1.579 3.164  0.5470
58 H -4.272 0.462 1.934  0.4320
59 H -5.228 -0.127 -0.277  0.4687
60 H -6.175 -0.887 1.007  0.5263
61 H -1.975 -0.254 1.535  0.3995
62 H -2.749 0.213 0.021  -0.6528
63 H -2.147 -3.924 1.063  0.2884
64 H -1.625 -2.610 2.091  0.3111

Total charge: -1
Frontier orbital gap (spin up / spin down) in eV: 6.1 / 5.7
Relative energy (zero: lowest compared OMol25 entry of this formula, charge and spin) in kJ/mol: 2.7
Spin multiplicity: 6
HOMO level (spin up / spin down) in eV: -3.69 / -4.98
Max |F| in hartree/bohr: 0.006